Model w:
Density functional theory data (ωB97M-V/def2-TZVPD) for 2 unconnected molecules or ions with the total composition C4H13NO2.

The spin multiplicity is 2. As for the expectation value of S²: 0.7543. As for the charge: +1. The LUMO energy (alpha / beta) is -3.80 / -8.92 eV.

Each line ends with the Löwdin charge.
Geometry (Å):
1 C 1.352 -0.470 -0.369  -0.14
2 C 0.719 0.883 -0.049  -0.47
3 C 1.644 1.669 0.847  -0.04
4 O 0.510 1.667 -1.198  0.01
5 C 0.439 -1.511 -0.986  -0.15
6 N -0.611 -1.922 -0.102  0.33
7 H 1.860 -0.842 0.512  0.13
8 H 2.170 -0.309 -1.079  0.15
9 H -0.206 0.741 0.543  0.13
10 H 2.593 1.890 0.364  0.10
11 H 1.193 2.614 1.163  0.10
12 H 1.835 1.132 1.787  0.10
13 H 0.045 1.134 -1.862  0.10
14 H 1.015 -2.459 -1.048  0.18
15 H 0.022 -1.223 -1.958  0.17
16 H -1.028 -1.330 0.621  0.13
17 H -1.315 -2.479 -0.597  0.17
18 H -2.447 0.009 1.304  0.00
19 H -3.963 -0.044 1.077  0.06
20 O -3.268 -0.331 1.681  -0.04

=====

Model x:
Density functional theory data (ωB97M-V/def2-TZVPD) for 3 unconnected molecules or ions with the total composition C4H13NO2.

The spin multiplicity is 2. As for the expectation value of S²: 0.7621. As for the charge: +1. The LUMO energy (alpha / beta) is -4.05 / -7.27 eV.

Each line ends with the Löwdin charge.
Geometry (Å):
1 C -0.966 -1.460 -1.954  -0.08
2 C -0.020 -1.925 -0.807  -0.20
3 C 0.600 -0.748 -0.150  0.03
4 C 0.524 -0.583 1.230  -0.07
5 N 0.803 0.553 1.893  0.20
6 H -0.607 -0.677 -2.623  0.08
7 H -1.148 -2.312 -2.611  0.08
8 H -1.953 -1.199 -1.573  0.08
9 H 0.810 -2.374 -1.380  0.14
10 H -0.572 -2.588 -0.151  0.12
11 H 0.583 0.202 -0.673  0.13
12 H 0.002 -1.299 1.862  0.15
13 H 0.900 0.502 2.902  0.15
14 H 1.643 1.033 1.540  0.12
15 H -2.572 2.034 0.607  0.04
16 H -1.514 1.030 1.185  -0.02
17 O -1.969 1.852 1.321  -0.03
18 H 1.044 2.747 -0.374  0.05
19 H 2.587 2.577 -0.429  0.08
20 O 1.824 2.636 0.184  -0.06

=====

Model y:
Density functional theory data (ωB97M-V/def2-TZVPD) for 2 unconnected molecules or ions with the total composition C4H13NO2.

The spin multiplicity is 2. As for the expectation value of S²: 0.7548. As for the charge: +1. The LUMO energy (alpha / beta) is -3.02 / -9.65 eV.

Each line ends with the Löwdin charge.
Geometry (Å):
1 C 1.365 -0.991 0.687  -0.04
2 C 0.994 0.406 0.267  -0.41
3 C -0.057 0.573 -0.817  -0.10
4 O 0.261 -0.249 -1.932  0.09
5 C -0.909 -0.504 -2.784  0.06
6 N 0.518 1.093 1.482  0.08
7 H 1.742 -1.626 -0.116  0.09
8 H 0.429 -1.539 0.797  0.09
9 H 2.074 -1.093 1.509  0.11
10 H 1.906 0.887 -0.087  0.15
11 H -0.258 1.610 -1.085  0.18
12 H -1.057 0.300 -0.480  0.16
13 H -0.615 -1.163 -3.602  0.12
14 H -1.288 0.450 -3.151  0.13
15 H -1.673 -1.070 -2.251  0.13
16 H 1.138 0.901 2.256  0.11
17 H 0.703 2.078 1.350  0.10
18 O -2.033 -0.232 2.472  -0.06
19 H -2.003 0.029 3.393  0.04
20 H -1.236 0.138 2.092  -0.04

=====

Which structure is most stable? model x, by 19.8 kcal/mol over the runner-up.

=====

Model w:
Density functional theory data (ωB97M-V/def2-TZVPD) for 3 unconnected molecules or ions with the total composition C4H13NO2.

The spin multiplicity is 2. As for the expectation value of S²: 0.7609. As for the charge: +1. The LUMO energy (alpha / beta) is -4.69 / -7.32 eV.

Each line ends with the Löwdin charge.
Geometry (Å):
1 C -0.133 0.600 2.784  -0.03
2 N -0.893 0.646 -0.261  0.24
3 C 0.207 -0.022 0.189  -0.29
4 C 0.647 0.359 1.490  0.05
5 C 1.071 -0.972 -0.620  -0.01
6 H -0.154 -0.242 3.471  0.11
7 H -1.197 0.900 2.742  0.09
8 H 0.383 1.357 3.348  0.09
9 H -1.324 0.911 0.639  0.13
10 H -1.025 1.238 -1.039  0.13
11 H 1.586 -0.162 1.717  0.14
12 H 2.081 -0.502 -0.643  0.11
13 H 1.151 -2.017 -0.180  0.14
14 H 0.764 -1.014 -1.668  0.09
15 H -1.512 -2.663 -0.922  0.05
16 H -1.737 -1.399 -0.047  -0.02
17 O -1.914 -2.341 -0.109  -0.03
18 H 1.468 1.486 -1.904  0.02
19 H 1.758 2.203 -3.282  0.05
20 O 1.089 1.757 -2.758  -0.05

=====

Model x:
Density functional theory data (ωB97M-V/def2-TZVPD) for 3 unconnected molecules or ions with the total composition C4H13NO2.

The spin multiplicity is 2. As for the expectation value of S²: 0.7642. As for the charge: +1. The LUMO energy (alpha / beta) is -4.14 / -7.57 eV.

Each line ends with the Löwdin charge.
Geometry (Å):
1 C -1.134 1.185 0.962  -0.07
2 C -1.036 -0.061 1.859  -0.16
3 C -0.081 -1.133 1.422  -0.30
4 C 1.309 -1.056 1.624  0.24
5 N -0.557 -2.122 0.669  0.27
6 H -1.291 1.055 -0.103  0.08
7 H -0.261 1.824 1.094  0.09
8 H -1.894 1.862 1.329  0.09
9 H -2.007 -0.542 1.917  0.12
10 H -0.718 0.326 2.819  0.13
11 H 1.782 -0.233 2.145  0.11
12 H 1.890 -1.893 1.282  0.10
13 H -1.399 -1.936 0.139  0.16
14 H -0.072 -3.006 0.638  0.15
15 H 1.725 0.220 -1.987  0.06
16 H 0.726 0.227 -0.827  -0.01
17 O 0.782 0.192 -1.786  -0.04
18 H 0.944 1.570 -3.652  0.00
19 H 0.376 2.132 -4.942  0.05
20 O 0.915 1.389 -4.602  -0.07

=====

Model y:
Density functional theory data (ωB97M-V/def2-TZVPD) for 2 unconnected molecules or ions with the total composition C4H13NO2.

The spin multiplicity is 2. As for the expectation value of S²: 0.7544. As for the charge: +1. The LUMO energy (alpha / beta) is -3.91 / -9.06 eV.

Each line ends with the Löwdin charge.
Geometry (Å):
1 C 1.412 -1.785 -0.633  -0.10
2 C 1.380 -0.317 -1.169  -0.38
3 C 1.720 0.669 -0.005  -0.03
4 O 0.189 -0.051 -1.886  0.02
5 C 0.510 -2.065 0.602  -0.13
6 N -0.875 -1.504 0.734  0.34
7 H 1.170 -2.554 -1.363  0.13
8 H 2.425 -1.940 -0.247  0.13
9 H 2.196 -0.172 -1.864  0.14
10 H 0.892 1.351 0.231  0.09
11 H 2.429 1.404 -0.391  0.09
12 H 2.157 0.222 0.882  0.07
13 H -0.542 -0.356 -1.428  0.02
14 H 0.352 -3.142 0.741  0.16
15 H 1.001 -1.730 1.520  0.14
16 H -1.505 -1.920 1.424  0.17
17 H -1.306 -1.364 -0.167  0.13
18 H -4.088 4.623 2.269  0.05
19 H -3.052 3.644 2.282  0.02
20 O -3.407 4.285 1.659  -0.07

=====

Which structure is most stable? model x, by 17.5 kcal/mol over the runner-up.

=====

Model w:
Density functional theory data (ωB97M-V/def2-TZVPD) for C3H10N2S in the gas phase.

The SMILES is NC[C@@H](N)CS. The LUMO energy is 0.93 eV.

Each line ends with the Löwdin charge.
Geometry (Å):
1 N 2.284 -0.592 0.040  -0.01
2 C 0.912 -0.973 -0.244  -0.26
3 C -0.075 -0.029 0.444  -0.49
4 N 0.428 1.336 0.400  0.01
5 C -1.426 -0.079 -0.262  -0.55
6 S -2.590 1.123 0.423  0.72
7 H 2.571 0.147 -0.583  0.06
8 H 2.935 -1.357 -0.056  0.06
9 H 0.708 -1.975 0.129  0.12
10 H 0.672 -0.898 -1.304  0.10
11 H -0.296 -0.219 1.505  0.13
12 H -0.265 2.031 0.165  0.02
13 H 0.899 1.636 1.238  0.08
14 H -1.868 -1.071 -0.230  0.08
15 H -1.269 0.116 -1.334  0.08
16 H -3.619 0.804 -0.331  -0.16

=====

Model x:
Density functional theory data (ωB97M-V/def2-TZVPD) for 2 unconnected molecules or ions with the total composition C3H10N2S.

The SMILES is [H]/N=C/N.CCS. The LUMO energy is 0.83 eV.

Each line ends with the Löwdin charge.
Geometry (Å):
1 H -1.905 1.832 1.350  0.03
2 N -1.555 1.429 0.491  0.04
3 C -2.389 0.637 -0.067  -0.40
4 N -2.324 0.329 -1.383  0.08
5 H -3.065 0.075 0.586  0.12
6 H -1.684 0.891 -1.924  0.10
7 H -3.117 -0.068 -1.857  0.09
8 C 2.340 -0.698 1.115  -0.19
9 C 1.740 -0.068 -0.162  -0.62
10 S 1.057 -1.340 -1.289  0.64
11 H 2.916 -1.533 0.718  0.05
12 H 1.572 -1.042 1.808  0.06
13 H 2.977 -0.018 1.682  0.06
14 H 2.549 0.496 -0.632  0.06
15 H 0.978 0.654 0.129  0.03
16 H -0.091 -1.575 -0.565  -0.14

=====

Which structure is most stable? model w, by 6.4 kcal/mol over the runner-up.